Entry 1:
Molecular formula: C5H10FN
Method: DFT, the ωB97M-V functional and the def2-TZVPD basis

The calculation puts the HOMO-LUMO gap at 10.134 eV. Its total charge is 0. The value obtained for the energy relative to the best compared isomer or geometry (same formula, charge and spin) is 1.0851 eV.

Geometry (Å):
C: -1.54 0.16 0.84
C: -0.30 0.09 -0.02
C: -0.43 0.99 -1.21
F: 0.66 0.91 -2.04
C: 1.04 0.28 0.76
C: 1.36 -1.19 0.25
N: 0.01 -1.29 -0.39
H: -2.33 -0.46 0.31
H: -1.40 -0.29 1.82
H: -1.88 1.16 1.14
H: -0.58 2.04 -0.84
H: -1.34 0.77 -1.85
H: 1.74 0.98 0.30
H: 1.08 0.47 1.84
H: 1.54 -2.02 0.99
H: 2.22 -1.23 -0.46
H: 0.12 -1.36 -1.43

---

Entry 2:
Molecular formula: C19H45BN7O8PS
Method: DFT, the ωB97M-V functional and the def2-TZVPD basis

The calculation puts the HOMO-LUMO gap at 8.384 eV. Its total charge is 0.

Geometry (Å):
C: 1.71 -1.28 3.91
C: 1.51 0.22 4.31
C: 1.63 1.04 3.03
C: 1.63 2.57 3.18
O: 2.52 3.17 2.26
C: 2.01 3.44 1.00
N: 1.48 2.24 0.27
C: 2.31 1.62 -0.38
S: 3.20 0.64 -1.21
O: 2.17 2.86 4.52
N: 3.43 3.51 4.49
O: 3.45 4.39 5.24
C: 0.25 3.26 3.26
O: -0.70 2.86 2.29
C: -1.69 1.89 2.52
N: -1.95 1.28 1.21
C: -3.01 2.62 2.92
C: -3.97 2.98 1.77
C: -5.02 1.91 1.44
O: -4.79 1.31 0.17
O: -1.37 0.83 3.37
C: -2.28 -0.26 3.38
C: -2.50 -0.71 4.86
B: -0.22 3.46 4.80
N: -0.52 4.82 5.28
O: -0.39 2.40 5.68
H: 2.33 -1.32 3.00
H: 0.76 -1.73 3.62
H: 2.22 -1.86 4.68
H: 2.31 0.43 5.02
H: 0.54 0.27 4.78
H: 0.88 0.75 2.29
H: 2.59 0.77 2.57
H: 2.83 3.86 0.42
H: 1.23 4.20 0.98
H: 0.51 4.30 2.99
H: -1.22 0.59 1.04
H: -1.76 1.98 0.50
H: -3.58 2.03 3.65
H: -2.76 3.57 3.42
H: -3.48 3.34 0.87
H: -4.56 3.84 2.13
H: -5.05 1.15 2.23
H: -6.01 2.36 1.38
H: -4.39 0.45 0.32
H: -1.86 -1.12 2.87
H: -3.26 -0.04 2.97
H: -3.57 -0.75 5.06
H: -2.10 0.04 5.55
H: -2.07 -1.69 5.06
H: -1.52 4.97 5.17
H: -0.24 4.92 6.25
H: -1.26 2.01 5.60
C: 0.35 -1.01 -4.81
N: 0.44 -2.29 -4.15
C: 0.79 -2.11 -2.75
P: 1.07 -3.74 -4.82
O: 0.18 -4.73 -4.11
N: 0.46 -4.04 -6.43
C: -0.76 -3.39 -6.88
C: 0.37 -5.47 -6.73
N: 2.54 -2.97 -5.47
C: 2.68 -2.57 -6.86
C: 3.75 -3.72 -5.07
H: 1.33 -0.50 -4.89
H: -0.31 -0.36 -4.24
H: -0.08 -1.08 -5.80
H: 1.83 -1.77 -2.63
H: 0.69 -3.05 -2.20
H: 0.12 -1.39 -2.27
H: -1.56 -3.42 -6.13
H: -1.13 -3.86 -7.79
H: -0.57 -2.35 -7.15
H: -0.52 -5.94 -6.29
H: 1.25 -6.00 -6.34
H: 0.35 -5.63 -7.81
H: 2.68 -3.42 -7.55
H: 3.62 -2.03 -6.97
H: 1.89 -1.88 -7.16
H: 3.83 -4.68 -5.59
H: 3.73 -3.92 -3.99
H: 4.65 -3.14 -5.26

---

Entry 3:
Molecular formula: C2H8N5O
Method: DFT, the ωB97M-V functional and the def2-TZVPD basis

The calculation puts the HOMO-LUMO gap (alpha / beta) at 7.243 / 7.247 eV. Its total charge is +1. The value obtained for the energy relative to the best compared isomer or geometry (same formula, charge and spin) is 6.1482 eV.

Geometry (Å):
C: -1.06 -0.39 0.12
C: 1.16 -0.69 0.16
N: 3.43 -0.86 0.08
N: -3.41 -0.22 0.18
N: 2.53 1.17 0.00
N: -2.15 0.35 0.01
N: 2.37 -0.16 0.10
O: 0.12 0.10 0.09
H: -1.20 -1.41 0.29
H: 1.15 -1.79 0.48
H: 4.11 -0.23 -0.15
H: -4.17 0.52 0.50
H: -3.73 -0.85 -0.62
H: 1.96 1.86 0.46
H: 3.52 1.55 -0.05
H: -2.07 1.42 -0.07

---

Entry 4:
Molecular formula: C3H6N2O2
Method: DFT, the ωB97M-V functional and the def2-TZVPD basis

The calculation puts the HOMO-LUMO gap at 10.643 eV. Its total charge is 0. The value obtained for the energy relative to the best compared isomer or geometry (same formula, charge and spin) is 2.5843 eV.

Geometry (Å):
N: -0.37 0.52 -0.88
C: -1.27 -0.27 -0.84
N: -2.15 -1.15 -0.91
C: -3.52 -0.86 -0.77
O: -4.35 -1.71 -0.64
H: 0.25 0.76 -0.09
H: -3.77 0.22 -0.80
C: 2.62 0.11 0.81
O: 1.40 0.64 1.32
H: 3.30 -0.18 1.62
H: 3.09 0.91 0.23
H: 2.45 -0.75 0.15
H: 1.00 -0.02 1.90

---

Entry 5:
Molecular formula: CH5O2PS
Method: DFT, the ωB97M-V functional and the def2-TZVPD basis

The calculation puts the HOMO-LUMO gap (alpha / beta) at 5.561 / 9.579 eV. Its total charge is 0. The value obtained for the energy relative to the best compared isomer or geometry (same formula, charge and spin) is 3.4919 eV.

Geometry (Å):
C: -0.80 1.99 -0.03
O: 0.49 -0.57 -1.38
O: 0.89 0.36 0.84
P: 1.20 -0.84 0.03
S: -0.02 -2.68 0.55
H: -0.07 2.46 0.57
H: -1.69 1.59 0.48
H: -0.53 1.49 -0.90
H: 0.58 -1.31 -2.09
H: -0.04 -2.50 1.93

---

Entry 6:
Molecular formula: C21H21N3O4S
Method: DFT, the ωB97M-V functional and the def2-TZVPD basis

The calculation puts the HOMO-LUMO gap at 9.157 eV. Its total charge is 0. The value obtained for the energy relative to the best compared isomer or geometry (same formula, charge and spin) is 2.4169 eV.

Geometry (Å):
O: 0.08 -2.49 -0.64
C: -0.40 -1.52 -1.19
O: -0.79 -1.52 -2.48
C: -0.27 -0.14 -0.48
C: 1.15 0.38 -0.84
C: 1.39 1.72 -0.21
C: 0.67 2.18 0.85
N: 1.02 3.52 1.09
C: 1.90 3.86 0.21
N: 2.24 2.78 -0.60
C: 3.24 2.78 -1.62
C: 2.70 2.68 -3.03
C: 1.67 3.54 -3.45
C: 1.21 3.56 -4.77
C: 1.74 2.65 -5.69
C: 2.74 1.76 -5.26
C: 3.24 1.76 -3.96
C: -0.41 1.32 1.52
N: -0.50 -0.08 0.99
S: -1.90 -0.92 1.66
O: -2.86 -1.02 0.56
O: -2.44 -0.07 2.76
C: -1.23 -2.49 2.26
C: -2.11 -3.20 3.24
C: -3.27 -3.86 2.82
C: -4.07 -4.59 3.76
C: -3.69 -4.58 5.11
C: -2.51 -3.93 5.56
C: -1.73 -3.23 4.61
H: -0.59 -2.43 -2.78
H: -0.98 0.54 -0.96
H: 1.90 -0.31 -0.47
H: 1.28 0.44 -1.93
H: 2.28 4.86 0.10
H: 3.85 3.71 -1.56
H: 3.94 1.98 -1.45
H: 1.25 4.32 -2.80
H: 0.40 4.23 -5.05
H: 1.38 2.71 -6.72
H: 3.23 1.13 -6.00
H: 3.99 1.03 -3.72
H: -0.23 1.32 2.61
H: -1.37 1.83 1.33
H: -1.07 -3.06 1.38
H: -0.26 -2.27 2.74
H: -3.53 -3.84 1.75
H: -4.98 -5.06 3.44
H: -4.32 -5.14 5.81
H: -2.22 -3.99 6.63
H: -0.74 -2.86 4.88

---

Entry 7:
Molecular formula: C3H2FO3Pm
Method: DFT, the ωB97M-V functional and the def2-TZVPD basis

The calculation puts the HOMO-LUMO gap (alpha / beta) at 3.522 / 5.141 eV. As for the spin multiplicity: 5. Its total charge is +4. The expectation value of S² is 6.00.

Geometry (Å):
C: 1.18 -2.17 0.52
C: 2.28 -1.16 0.77
O: 1.82 0.01 0.60
C: 0.44 -0.07 0.23
O: 0.09 -1.32 0.22
O: -0.19 0.91 0.04
Pm: -2.33 2.38 -0.57
F: 1.43 -3.01 -0.45
H: 3.36 -1.34 0.79
H: 1.19 -2.56 1.61

---

Entry 8:
Molecular formula: C39H54BGeMoN8Si3
Method: DFT, the ωB97M-V functional and the def2-TZVPD basis

The calculation puts the HOMO-LUMO gap (alpha / beta) at 6.645 / 6.525 eV. As for the spin multiplicity: 2. Its total charge is +2. The value obtained for the energy relative to the best compared isomer or geometry (same formula, charge and spin) is 0.9250 eV. The expectation value of S² is 0.81.

Geometry (Å):
Mo: -1.40 -0.05 0.43
B: 0.64 2.32 2.22
N: -0.24 1.24 2.96
C: -0.23 1.08 4.28
C: -0.99 -0.03 4.62
C: -1.46 -0.52 3.42
N: -0.99 0.26 2.41
N: 0.34 2.33 0.70
C: 0.04 3.37 -0.07
C: 0.00 2.96 -1.41
C: 0.29 1.62 -1.36
N: 0.52 1.21 -0.07
H: 0.37 3.40 2.66
H: 1.79 2.02 2.38
H: 0.32 1.77 4.90
H: -1.19 -0.42 5.60
H: -2.10 -1.35 3.20
H: -0.14 4.33 0.38
H: -0.23 3.57 -2.27
H: 0.34 0.90 -2.17
N: -4.46 -9.97 -0.59
C: -4.14 -8.88 -0.46
C: -3.72 -7.51 -0.31
C: -2.82 -7.17 0.69
C: -2.41 -5.86 0.83
C: -2.91 -4.88 -0.02
C: -3.82 -5.22 -1.02
C: -4.22 -6.54 -1.17
C: -2.46 -3.47 0.12
C: -3.39 -2.55 0.59
C: -4.72 -2.80 0.98
C: -5.26 -1.61 1.42
C: -4.26 -0.65 1.29
N: -3.12 -1.19 0.81
C: -1.14 -3.16 -0.23
C: -0.14 -4.07 -0.63
C: 1.04 -3.35 -0.81
C: 0.73 -2.03 -0.53
N: -0.58 -1.88 -0.18
H: -2.44 -7.94 1.36
H: -1.70 -5.59 1.61
H: -4.21 -4.46 -1.68
H: -4.93 -6.81 -1.94
H: -5.20 -3.77 0.95
H: -6.26 -1.44 1.79
H: -4.31 0.40 1.54
H: -0.29 -5.13 -0.76
H: 1.99 -3.74 -1.11
H: 1.38 -1.17 -0.57
C: 2.17 -1.42 2.23
Si: 3.54 -0.30 1.63
C: 4.16 0.74 3.07
C: 4.97 -1.28 0.90
Ge: 2.90 1.09 -0.29
Si: 3.77 3.36 -0.06
C: 3.21 4.30 1.46
C: 5.58 2.87 0.09
C: 3.53 4.42 -1.58
Si: 3.24 0.39 -2.62
C: 2.48 -1.24 -3.12
C: 5.11 0.28 -2.68
C: 2.61 1.74 -3.77
H: 2.43 -1.74 3.24
H: 2.05 -2.32 1.62
H: 1.20 -0.92 2.29
H: 4.88 0.13 3.62
H: 3.35 1.01 3.75
H: 4.68 1.65 2.78
H: 5.33 -2.00 1.65
H: 5.81 -0.63 0.65
H: 4.68 -1.84 0.01
H: 3.36 3.75 2.39
H: 2.16 4.58 1.42
H: 3.79 5.22 1.50
H: 5.82 2.41 1.05
H: 6.19 3.77 0.00
H: 5.90 2.19 -0.70
H: 2.48 4.59 -1.83
H: 4.02 4.00 -2.46
H: 3.98 5.39 -1.39
H: 2.95 -2.10 -2.62
H: 2.68 -1.34 -4.19
H: 1.40 -1.31 -2.99
H: 5.53 -0.34 -1.90
H: 5.58 1.26 -2.65
H: 5.39 -0.17 -3.64
H: 1.82 1.34 -4.41
H: 3.42 2.07 -4.43
H: 2.22 2.63 -3.27
C: -3.18 0.52 -2.72
C: -3.69 1.74 -2.01
C: -4.58 2.59 -2.64
C: -5.04 3.73 -2.00
C: -4.63 4.06 -0.72
C: -3.74 3.24 -0.04
C: -3.31 3.60 1.36
C: -3.28 2.08 -0.70
N: -2.39 1.27 -0.05
H: -4.01 -0.03 -3.17
H: -2.66 -0.18 -2.06
H: -2.50 0.80 -3.53
H: -4.91 2.36 -3.65
H: -5.75 4.38 -2.52
H: -5.01 4.95 -0.24
H: -4.18 3.68 2.01
H: -2.81 4.57 1.37
H: -2.63 2.87 1.79

---

Entry 9:
Molecular formula: C29H47N2O3P
Method: DFT, the ωB97M-V functional and the def2-TZVPD basis

The calculation puts the HOMO-LUMO gap at 7.787 eV. Its total charge is 0.

Geometry (Å):
C: 1.03 -2.53 -4.26
C: 0.54 -1.16 -4.80
C: 1.70 -0.19 -5.17
C: 1.85 0.96 -4.16
C: 2.17 0.42 -2.74
C: 3.43 1.03 -2.11
C: 3.76 0.51 -0.67
C: 2.89 -0.67 -0.21
C: 3.28 -1.23 1.16
C: 2.32 -2.40 1.55
C: 1.66 -2.27 2.94
C: 0.27 -1.56 2.90
C: 0.23 -0.37 1.91
C: -0.93 0.61 2.14
C: -2.31 -0.06 1.91
C: -2.86 0.11 0.51
C: -3.25 1.32 -0.05
C: -3.12 2.61 0.72
C: -3.77 1.34 -1.32
C: -3.94 0.22 -2.10
P: -4.68 0.18 -3.79
C: -3.32 -0.19 -5.01
O: -5.19 1.73 -4.16
C: -3.52 -0.98 -1.57
C: -3.00 -1.01 -0.28
C: -2.69 -2.47 0.00
O: -2.03 -2.99 0.87
N: -3.38 -3.21 -1.01
C: -3.52 -2.38 -2.15
O: -3.56 -2.73 -3.31
H: 1.94 -2.87 -4.76
H: 1.25 -2.48 -3.19
H: 0.23 -3.26 -4.40
H: -0.15 -0.72 -4.08
H: 0.02 -1.39 -5.73
H: 1.42 0.27 -6.13
H: 2.66 -0.71 -5.25
H: 2.61 1.68 -4.46
H: 0.86 1.44 -4.13
H: 2.20 -0.66 -2.77
H: 1.31 0.66 -2.10
H: 4.28 0.76 -2.74
H: 3.31 2.11 -2.12
H: 3.53 1.34 0.01
H: 4.81 0.21 -0.56
H: 1.86 -0.33 -0.19
H: 2.92 -1.49 -0.94
H: 3.23 -0.48 1.95
H: 4.31 -1.61 1.15
H: 1.58 -2.57 0.76
H: 2.95 -3.30 1.58
H: 1.48 -3.30 3.28
H: 2.33 -1.84 3.68
H: -0.44 -2.33 2.60
H: -0.02 -1.21 3.90
H: 1.16 0.19 2.02
H: 0.11 -0.80 0.91
H: -0.82 1.54 1.59
H: -0.89 0.90 3.20
H: -3.03 0.35 2.63
H: -2.22 -1.12 2.14
H: -3.60 2.53 1.70
H: -2.06 2.81 0.90
H: -3.48 3.48 0.17
H: -4.09 2.30 -1.72
H: -2.46 -0.62 -4.50
H: -3.10 0.71 -5.58
H: -3.76 -0.92 -5.69
H: -4.80 2.38 -3.56
H: -4.22 -3.68 -0.70
C: 1.77 3.79 6.38
C: 0.67 2.74 6.27
C: 1.20 1.31 6.26
C: 2.05 1.04 5.10
N: 2.72 0.83 4.19
H: 2.45 3.75 5.53
H: 1.34 4.79 6.41
H: 2.35 3.65 7.30
H: 0.09 2.93 5.36
H: -0.02 2.86 7.11
H: 0.37 0.61 6.26
H: 1.77 1.12 7.18

---

Entry 10:
Molecular formula: C3H11NO3
Method: DFT, the ωB97M-V functional and the def2-TZVPD basis

The calculation puts the HOMO-LUMO gap at 4.587 eV. Its total charge is 0. The value obtained for the energy relative to the best compared isomer or geometry (same formula, charge and spin) is 10.1475 eV.

Geometry (Å):
C: 0.39 1.46 -1.33
N: 0.73 0.25 -0.66
C: 0.70 -0.11 0.70
C: -0.42 -1.20 0.85
O: -1.75 -0.61 0.56
H: 0.11 1.09 -2.34
H: 1.22 2.19 -1.54
H: -0.49 1.89 -0.70
H: 1.56 -0.33 -1.10
H: 1.58 -0.63 1.20
H: 0.27 0.79 1.26
H: -0.41 -1.60 1.87
H: -0.19 -1.96 -0.02
H: 2.91 -2.11 -1.10
O: 1.99 -1.78 -0.90
H: -2.25 2.48 1.22
H: -1.49 0.32 0.52
O: -1.74 1.79 0.85

---

Entry 11:
Molecular formula: C6H39N2O18
Method: DFT, the ωB97M-V functional and the def2-TZVPD basis

The calculation puts the HOMO-LUMO gap at 7.179 eV. Its total charge is +1.

Geometry (Å):
O: -0.07 1.11 0.46
C: -0.87 0.33 0.01
O: -0.94 -0.96 0.38
C: -1.92 0.69 -1.03
C: -3.28 0.23 -0.58
C: -3.98 -0.72 -1.28
C: -5.21 -1.07 -0.74
N: -5.65 -0.51 0.38
N: -5.01 0.42 1.06
C: -3.84 0.78 0.58
H: -0.84 -1.04 1.35
H: -1.91 1.77 -1.19
H: -1.67 0.20 -1.96
H: -3.61 -1.18 -2.18
H: -5.85 -1.83 -1.18
H: -6.56 -0.81 0.77
H: -3.30 1.54 1.13
O: 2.95 2.21 0.61
H: 1.99 2.15 0.50
H: 3.08 1.89 1.52
O: 1.45 1.68 -2.41
H: 2.19 1.18 -2.04
H: 0.77 1.66 -1.73
O: 3.01 -0.78 1.58
H: 2.71 -0.12 0.94
H: 3.93 -0.54 1.74
O: 5.48 -2.62 1.11
H: 5.47 -3.32 0.44
H: 4.55 -2.39 1.21
O: -4.44 2.10 -3.02
H: -4.65 3.04 -3.13
H: -5.07 1.80 -2.37
O: -1.68 -2.06 -2.97
H: -0.78 -1.98 -2.62
H: -1.80 -3.01 -3.06
O: -4.35 2.10 3.87
H: -3.59 1.59 4.15
H: -4.52 1.84 2.96
O: 0.98 3.09 2.51
H: 0.28 2.62 2.05
H: 0.64 3.24 3.40
O: -8.13 -1.56 1.14
H: -8.75 -2.02 0.56
H: -8.60 -1.43 1.97
O: 4.49 -4.65 -0.77
H: 4.36 -5.07 -1.62
H: 3.66 -4.78 -0.28
O: 3.18 -5.00 1.74
H: 3.76 -5.69 2.08
H: 3.46 -4.20 2.20
O: -0.82 -1.21 3.37
H: -0.01 -1.70 3.57
H: -1.37 -1.33 4.15
O: 0.38 2.58 -4.91
H: 0.86 2.27 -4.12
H: 0.99 3.18 -5.35
O: 2.87 -1.07 -3.47
H: 2.56 -0.45 -4.14
H: 3.78 -0.81 -3.30
O: 6.01 1.91 0.53
H: 5.05 1.87 0.43
H: 6.21 1.53 1.39
O: 7.14 4.75 1.59
H: 8.09 4.75 1.42
H: 6.83 3.89 1.28

---

Q: Which value of total charge does entry 7 give?
A: +4

---

Repeat the sixth record exactly.
Molecular formula: C21H21N3O4S
Method: DFT, the ωB97M-V functional and the def2-TZVPD basis

The calculation puts the HOMO-LUMO gap at 9.157 eV. Its total charge is 0. The value obtained for the energy relative to the best compared isomer or geometry (same formula, charge and spin) is 2.4169 eV.

Geometry (Å):
O: 0.08 -2.49 -0.64
C: -0.40 -1.52 -1.19
O: -0.79 -1.52 -2.48
C: -0.27 -0.14 -0.48
C: 1.15 0.38 -0.84
C: 1.39 1.72 -0.21
C: 0.67 2.18 0.85
N: 1.02 3.52 1.09
C: 1.90 3.86 0.21
N: 2.24 2.78 -0.60
C: 3.24 2.78 -1.62
C: 2.70 2.68 -3.03
C: 1.67 3.54 -3.45
C: 1.21 3.56 -4.77
C: 1.74 2.65 -5.69
C: 2.74 1.76 -5.26
C: 3.24 1.76 -3.96
C: -0.41 1.32 1.52
N: -0.50 -0.08 0.99
S: -1.90 -0.92 1.66
O: -2.86 -1.02 0.56
O: -2.44 -0.07 2.76
C: -1.23 -2.49 2.26
C: -2.11 -3.20 3.24
C: -3.27 -3.86 2.82
C: -4.07 -4.59 3.76
C: -3.69 -4.58 5.11
C: -2.51 -3.93 5.56
C: -1.73 -3.23 4.61
H: -0.59 -2.43 -2.78
H: -0.98 0.54 -0.96
H: 1.90 -0.31 -0.47
H: 1.28 0.44 -1.93
H: 2.28 4.86 0.10
H: 3.85 3.71 -1.56
H: 3.94 1.98 -1.45
H: 1.25 4.32 -2.80
H: 0.40 4.23 -5.05
H: 1.38 2.71 -6.72
H: 3.23 1.13 -6.00
H: 3.99 1.03 -3.72
H: -0.23 1.32 2.61
H: -1.37 1.83 1.33
H: -1.07 -3.06 1.38
H: -0.26 -2.27 2.74
H: -3.53 -3.84 1.75
H: -4.98 -5.06 3.44
H: -4.32 -5.14 5.81
H: -2.22 -3.99 6.63
H: -0.74 -2.86 4.88

---

Q: What is the total charge in the ninth record?
A: 0